The molecule C3H7Cl3Si. Source: the OMol25 dataset; level of theory: ωB97M-V/def2-TZVPD.

Atoms and positions in Å:
Cl -1.1712 -1.5924 -0.9030
Cl -0.6943 1.0406 2.1775
Cl 1.9164 1.7372 0.2336
C 0.8122 -1.8242 0.7962
C -1.1026 1.8242 -0.9033
C 0.3281 -0.9629 -0.3196
Si 0.0180 0.8408 0.2087
H 0.9972 -2.8703 0.4934
H 0.0885 -1.8839 1.5998
H 1.7455 -1.4657 1.2230
H -2.0191 2.2521 -0.4581
H -1.4234 1.1789 -1.6955
H -0.5038 2.6745 -1.3275
H 1.0084 -0.9489 -1.1252

Results
HOMO energy (eV): -10.43
Total energy (eV): -48673.0795
SMILES string: C[C@@H](Cl)[Si](C)(Cl)Cl
Molecular weight (g mol⁻¹): 177.53
Relative energy (zero: lowest compared OMol25 entry of this formula, charge and spin) (kJ/mol): 111.1
Multiplicity: 1
Charge: 0



The molecule C3H2NP. Source: the OMol25 dataset; level of theory: ωB97M-V/def2-TZVPD.

Atoms and positions in Å:
C -2.0706 1.3116 -0.8905
C -1.3314 0.8985 0.1339
C -0.3720 0.2217 0.6225
N -2.6090 1.4866 -1.9191
P 1.0166 -0.6316 -0.2160
H 0.1971 -0.9751 -1.2548
H -0.3864 0.3457 1.7085

Results
HOMO energy (spin up / spin down) (eV): -8.94 / -8.92
Total energy (eV): -13917.3489
Molecular weight (g mol⁻¹): 83.03
Relative energy (zero: lowest compared OMol25 entry of this formula, charge and spin) (kJ/mol): 196.7
Multiplicity: 1
Charge: 0



A structure of composition C7H15HfN2Te. Source: the OMol25 dataset; level of theory: ωB97M-V/def2-TZVPD.

Atoms and positions in Å:
C -1.1291 1.2665 -2.0022
Hf 0.0404 -0.3050 -0.9430
N 1.3902 1.1551 0.1465
N 0.8701 -1.2003 -2.9142
H 1.4739 0.8918 1.1260
H 0.0557 1.2814 -2.0565
H -1.4773 2.0872 -1.3694
H -1.6252 0.2464 -1.6717
H -1.4659 1.3398 -3.0381
H 1.0710 -2.2060 -2.8420
H 1.7248 -0.7575 -3.2734
H 0.1734 -1.1304 -3.6687
H 2.3467 1.2782 -0.1772
H 0.9461 2.0801 0.1730
Te -1.7412 -2.2840 -0.8954
C -0.8927 -1.1638 0.8537
C -1.4131 0.1266 1.2269
C -0.9240 0.7361 2.3999
C 0.1781 0.2047 3.0440
C 0.8288 -0.9320 2.5845
C 0.3736 -1.5707 1.4166
H -2.3208 0.5082 0.7594
H -1.4613 1.5740 2.8667
H 0.4804 0.6259 4.0066
H 1.6334 -1.3725 3.1850
H 0.8642 -2.4798 1.0630

Results
HOMO energy (spin up / spin down) (eV): -9.00 / -8.79
Total energy (eV): -19073.3102
Molecular weight (g mol⁻¹): 433.30
Relative energy (zero: lowest compared OMol25 entry of this formula, charge and spin) (kJ/mol): 59.2
Multiplicity: 1
Charge: +1



A cluster of 2 separate species, C3H10O2 in total. Source: the OMol25 dataset; level of theory: ωB97M-V/def2-TZVPD.

Atoms and positions in Å:
C 1.7650 -3.6379 1.8892
O 0.3338 -3.5152 2.0130
H 1.8862 -4.6955 2.1609
H 2.0060 -3.6424 0.8243
H 2.3881 -2.9349 2.4315
H 0.1032 -2.8063 1.4311
C -0.8489 1.7635 -0.9626
O 0.1270 1.6753 -2.0663
C -1.3224 3.2123 -0.9127
H -1.5626 0.9924 -1.2106
H -0.2305 1.4336 -0.1212
H -0.4207 1.5941 -2.8523
H -1.8362 3.4217 -1.8527
H -1.9670 3.3505 -0.0339
H -0.4211 3.7888 -0.7378

Results
HOMO energy (eV): -10.41
Total energy (eV): -7366.8819
SMILES string: CCO.CO
Molecular weight (g mol⁻¹): 78.11
Relative energy (zero: lowest compared OMol25 entry of this formula, charge and spin) (kJ/mol): 115.3
Multiplicity: 1
Charge: 0



A structure of composition C48H71FN7O4SSiTl. Source: the OMol25 dataset; level of theory: ωB97M-V/def2-TZVPD.

Atoms and positions in Å:
Tl 0.4106 -0.1141 -1.0416
C 1.8063 -0.5912 4.2357
C 1.9233 -0.9429 2.7532
C 3.3812 -1.1962 2.3583
C 1.1206 -2.2094 2.4649
O 1.3423 0.0967 1.9360
Si 1.4886 1.7545 2.0754
S 1.0519 2.5809 0.2274
O 0.5084 2.2782 3.2921
C -0.6257 3.1344 3.4243
C -1.7631 2.6416 2.5308
C -1.0343 3.0493 4.8892
C -0.2757 4.5820 3.0833
O 3.0248 1.9796 2.6055
C 3.8010 3.0917 3.0390
C 5.2600 2.6636 2.9162
C 3.5450 4.3157 2.1645
C 3.4551 3.3957 4.4937
H 2.1284 -1.4349 4.8508
H 0.7673 -0.3508 4.4773
H 2.4219 0.2784 4.4763
H 3.8053 -1.9753 2.9972
H 3.9720 -0.2894 2.4526
H 3.4281 -1.5351 1.3190
H 1.6740 -3.0876 2.8049
H 0.9509 -2.2990 1.3896
H 0.1562 -2.1916 2.9796
H -2.1002 1.6541 2.8575
H -1.4173 2.5780 1.4944
H -2.6088 3.3341 2.5829
H -1.1981 2.0068 5.1719
H -1.9563 3.6122 5.0559
H -0.2497 3.4630 5.5265
H 0.0103 4.6653 2.0351
H 0.5588 4.9247 3.7019
H -1.1382 5.2268 3.2774
H 5.4603 2.3370 1.8927
H 5.4689 1.8313 3.5931
H 5.9267 3.4945 3.1632
H 3.7852 4.0934 1.1229
H 4.1598 5.1530 2.5064
H 2.4937 4.6074 2.2059
H 3.6465 2.5174 5.1160
H 2.3963 3.6513 4.5794
H 4.0582 4.2284 4.8655
N 3.8134 1.7864 -1.4026
C 4.2983 0.5486 -1.2385
N 5.6206 0.4369 -1.0744
C 6.0639 -0.8058 -0.9586
N 7.3919 -0.9824 -0.8067
N 5.3008 -1.9078 -0.9707
C 4.0014 -1.6811 -1.1152
N 3.4259 -0.4936 -1.2626
C 3.1464 -2.9201 -1.1006
C 3.7759 -4.1633 -1.0515
C 3.0039 -5.3107 -1.0218
C 1.6260 -5.1846 -1.0326
C 1.0850 -3.9111 -1.0778
N 1.8162 -2.7983 -1.1189
H 4.4600 2.5276 -1.1889
H 2.8560 1.9539 -1.0914
H 7.9898 -0.1782 -0.7671
H 7.7586 -1.9064 -0.6817
H 4.8547 -4.1941 -1.0363
H 3.4730 -6.2858 -0.9827
H 0.9797 -6.0528 -1.0045
H 0.0107 -3.7696 -1.0726
C -0.4877 -2.8575 -5.5574
C -1.5327 -3.0257 -4.4821
C -2.7350 -3.6951 -4.7497
C -3.7039 -3.8651 -3.7573
C -4.9746 -4.6298 -4.0431
C -3.4916 -3.3342 -2.4988
C -2.3032 -2.6090 -2.1823
C -1.3302 -2.5133 -3.2230
N -1.9672 -2.0376 -1.0155
C -2.8143 -1.9914 0.1634
C -2.9630 -3.4110 0.7581
C -3.7486 -3.3570 2.0704
C -5.1283 -2.7340 1.8223
C -4.9615 -1.3046 1.2918
C -4.1938 -0.4634 2.3193
C -2.8116 -1.0879 2.5334
C -2.9776 -2.5073 3.0832
C -2.0751 -1.1162 1.1941
C -4.2026 -1.3410 -0.0411
H -0.5204 -3.6825 -6.2694
H 0.5137 -2.8114 -5.1273
H -0.6544 -1.9311 -6.1129
H -2.9072 -4.1034 -5.7410
H -5.0546 -4.8784 -5.1010
H -5.8511 -4.0442 -3.7623
H -5.0023 -5.5610 -3.4739
H -4.2455 -3.5122 -1.7480
H -0.3904 -2.0303 -2.9851
H -1.9612 -3.8213 0.9306
H -3.4659 -4.0684 0.0441
H -3.8677 -4.3734 2.4532
H -5.7006 -2.7198 2.7547
H -5.6904 -3.3397 1.1016
H -5.9470 -0.8639 1.1210
H -4.7476 -0.4280 3.2627
H -4.0869 0.5643 1.9560
H -2.2355 -0.4956 3.2469
H -3.5155 -2.4769 4.0360
H -1.9987 -2.9574 3.2761
H -1.0560 -1.4915 1.3235
H -2.0004 -0.0980 0.7947
H -4.0496 -0.3247 -0.4209
H -4.8046 -1.8707 -0.7770
F -1.3715 5.3431 -5.7462
C -0.7646 4.2299 -5.2973
C 0.5669 4.2977 -4.9258
C 1.1790 3.1602 -4.4429
C 0.4827 1.9316 -4.3490
C 1.1282 0.7654 -3.8971
C -0.8766 1.9187 -4.7437
C -1.4982 3.0568 -5.2119
H 1.0982 5.2374 -5.0082
H 2.2179 3.1961 -4.1327
H 2.1807 0.7927 -3.6366
H 0.6656 -0.2017 -4.0527
H -1.4383 0.9942 -4.6510
H -2.5403 3.0564 -5.5081
C -3.7379 3.2215 -1.3645
C -2.2620 2.9834 -1.5895
C -1.4262 4.2116 -1.8057
O -1.8023 1.8634 -1.5711
H -4.1640 3.7235 -2.2371
H -3.8756 3.8828 -0.5039
H -4.2569 2.2801 -1.1896
H -1.9785 4.9753 -2.3569
H -0.4972 3.9593 -2.3104
H -1.1593 4.6097 -0.8219

Results
HOMO energy (spin up / spin down) (eV): -7.09 / -6.81
Total energy (eV): -95681.1651
Molecular weight (g mol⁻¹): 1093.67
Relative energy (zero: lowest compared OMol25 entry of this formula, charge and spin) (kJ/mol): 37.5
Multiplicity: 1
Charge: 0



A structure of composition C3H2AgO3. Source: the OMol25 dataset; level of theory: ωB97M-V/def2-TZVPD.

Atoms and positions in Å:
O 1.2263 -0.1381 0.5164
C 0.0448 -0.0829 1.0510
C 1.0464 -0.7114 -0.8924
O -0.2202 0.1949 2.2184
O -0.8936 -0.0288 0.1030
C -0.3573 -0.5835 -1.1269
Ag -1.9025 1.7208 1.6983
H 1.8124 -0.3221 -1.5685
H -0.7564 -0.0489 -1.9991

Results
HOMO energy (spin up / spin down) (eV): -5.69 / -10.04
Total energy (eV): -13280.3280
Molecular weight (g mol⁻¹): 193.91
Relative energy (zero: lowest compared OMol25 entry of this formula, charge and spin) (kJ/mol): 72.7
Multiplicity: 2
Charge: 0



The molecule C5H10O4. Source: the OMol25 dataset; level of theory: ωB97M-V/def2-TZVPD.

Atoms and positions in Å:
C -0.4558 -0.2421 -0.3642
C 0.9869 -0.2222 -0.3945
C -1.1341 -1.6012 -0.3982
C 1.7598 0.7197 -1.2360
C -0.5642 0.4683 1.2327
O -1.0518 0.6647 -1.2500
O -0.8828 -0.5136 2.1506
O 1.0273 0.5864 1.3929
O -1.1927 1.5368 1.2038
H -1.4382 1.3591 -0.6795
H -1.6592 -0.1914 2.6279
H 1.2247 1.5329 1.4577
H 1.4912 -1.1287 -0.0751
H -1.1224 -1.9921 -1.4170
H -0.6462 -2.3050 0.2736
H -2.1722 -1.4869 -0.0879
H 2.7824 0.8381 -0.8813
H 1.7892 0.2946 -2.2475
H 1.2580 1.6824 -1.3078

Results
HOMO energy (eV): -9.22
Total energy (eV): -13534.9916
Molecular weight (g mol⁻¹): 134.13
Relative energy (zero: lowest compared OMol25 entry of this formula, charge and spin) (kJ/mol): 279.9
Multiplicity: 1
Charge: 0



A structure of composition C2H2NO3S. Source: the OMol25 dataset; level of theory: ωB97M-V/def2-TZVPD.

Atoms and positions in Å:
C 1.0766 1.1363 0.1457
C -0.0766 -0.5138 0.3387
N -1.0331 -0.6404 -0.6338
O 0.8727 1.6484 -0.9040
O -2.1346 -0.1937 -0.3971
O -0.8289 -1.2376 -1.7096
S 1.8994 1.3501 1.5223
H -0.3758 -0.2725 1.4263
H 0.6004 -1.2767 0.2116

Results
HOMO energy (eV): -4.31
Total energy (eV): -20572.4139
Molecular weight (g mol⁻¹): 120.11
Relative energy (zero: lowest compared OMol25 entry of this formula, charge and spin) (kJ/mol): 308.9
Multiplicity: 1
Charge: -1



A structure of composition C19H58AgF2N7O14S2. Source: the OMol25 dataset; level of theory: ωB97M-V/def2-TZVPD.

Atoms and positions in Å:
Ag 1.8251 0.3715 2.8196
N 0.6408 0.3208 1.0143
S -0.6154 -0.2352 0.4062
O -0.4202 -1.6160 -0.0911
O -1.6536 0.5962 -0.2195
F -1.3623 -0.4912 1.8718
S 1.3330 0.5967 -0.5121
O 0.5735 1.0818 -1.6789
O 2.4114 -0.2865 -0.8591
F 2.1094 1.9654 -0.1525
C 4.2634 2.7929 -3.1999
C 2.9511 3.6503 -3.0290
O 2.8172 4.4587 -4.1681
H 4.4515 2.5443 -4.2443
H 4.2049 1.8696 -2.6236
H 5.1577 3.2582 -2.7854
H 3.1112 4.3734 -2.2292
H 2.0754 3.0142 -2.9002
H 2.3659 5.2695 -3.9221
C 2.3097 -3.3075 -3.7326
C 2.7931 -2.8365 -2.3266
O 3.7386 -1.8321 -2.4729
H 3.1105 -3.9341 -4.1253
H 2.3123 -2.4564 -4.4136
H 1.2977 -3.7121 -3.7150
H 3.2177 -3.6297 -1.7112
H 1.9085 -2.5134 -1.7778
H 3.3506 -1.0975 -1.9917
C -1.1665 3.8458 0.0020
C -0.8223 5.2183 -0.6590
O -0.7525 6.1241 0.4446
H -0.3618 3.4397 0.6148
H -1.4431 3.0849 -0.7278
H -2.0074 3.9631 0.6855
H -1.6040 5.5666 -1.3341
H 0.1592 5.3123 -1.1237
H -1.6381 6.3730 0.7195
C -2.1923 2.5820 3.3165
C -1.9902 1.9046 4.6214
O -1.0134 2.5275 5.3882
H -1.2925 2.7325 2.7200
H -2.5771 3.6015 3.2897
H -2.9401 2.1054 2.6825
H -1.7002 0.8800 4.3888
H -2.8503 1.9494 5.2894
H -1.3663 2.7767 6.2455
C 5.7939 1.9368 2.4894
C 4.9731 1.6749 1.2157
O 3.9732 0.7576 1.5958
H 6.2312 1.0023 2.8411
H 5.1700 2.2147 3.3388
H 6.5950 2.6664 2.3708
H 5.5739 1.2761 0.3983
H 4.5958 2.6342 0.8614
H 4.2301 0.0045 1.0587
C 0.4705 -5.5994 -0.8188
O 1.5973 -5.4356 -0.3162
N 0.0055 -6.6724 -1.2907
N -0.3697 -4.6281 -0.7722
H -0.9311 -6.7199 -1.6656
H 0.6534 -7.3968 -1.5657
H -1.3508 -4.8641 -0.7300
H 0.0445 -3.7207 -0.6133
C -2.2566 -3.5821 4.1981
O -2.2505 -4.0031 3.0243
N -2.6853 -2.3966 4.5435
N -1.8085 -4.2680 5.2114
H -2.7158 -2.1933 5.5323
H -2.9675 -1.7641 3.8083
H -1.6180 -5.2599 5.2099
H -2.0582 -3.9723 6.1443
C 1.4373 3.7793 3.0745
O 1.5866 2.5865 2.8711
N 0.7487 4.2505 4.0847
N 1.7436 4.6397 2.1322
H 0.6569 5.2512 4.1862
H 0.2040 3.5500 4.5670
H 1.6928 5.6479 2.1674
H 1.7668 4.2764 1.1901
C -4.4027 -3.8198 -1.4275
C -3.3365 -3.3990 -0.4084
C -3.9186 -2.4773 0.6802
O -2.9930 -4.5991 0.2752
H -4.5065 -3.0326 -2.1742
H -5.3564 -3.8919 -0.9046
H -4.1224 -4.6941 -2.0149
H -2.5014 -2.9093 -0.9094
H -3.2796 -1.9734 1.4054
H -4.5889 -2.9418 1.4034
H -4.5079 -1.6699 0.2455
H -2.5062 -4.3256 1.0561
C -2.8198 -1.2793 -3.3237
C -2.2938 -0.2532 -4.3425
C -0.8549 -0.6738 -4.8679
O -3.1033 -0.1749 -5.4439
H -1.9937 -1.4483 -2.6330
H -3.0774 -2.1943 -3.8572
H -3.6941 -0.9423 -2.7668
H -2.3458 0.7951 -4.0485
H -0.2123 -0.9055 -4.0185
H -0.3913 0.1790 -5.3638
H -0.7662 -1.6108 -5.4178
H -3.8791 0.3666 -5.2805

Results
HOMO energy (spin up / spin down) (eV): -5.93 / -8.35
Total energy (eV): -90835.5970
Molecular weight (g mol⁻¹): 818.71
Multiplicity: 3
Charge: 0



A structure of composition C26H25N5O4Ru. Source: the OMol25 dataset; level of theory: ωB97M-V/def2-TZVPD.

Atoms and positions in Å:
Ru 0.2843 -0.0079 -0.2105
C -0.9738 2.6625 -1.7188
C -2.0871 3.2348 -0.9086
C -2.0855 2.5908 0.4018
C -3.0779 1.7287 1.0159
C -2.6835 0.8917 2.0635
C -1.4010 1.0226 2.5921
C -0.6416 2.1453 2.1580
N -0.9143 2.8081 1.0935
N -0.7702 1.1815 -1.7824
C 0.0348 1.1110 -3.0608
C 0.4676 -0.2177 -3.3374
C 0.3799 -0.7647 -4.6981
C 0.9168 -2.0518 -4.8101
C 1.6791 -2.6196 -3.8024
C 1.6551 -2.0728 -2.5123
N 0.9184 -0.9187 -2.2975
C -2.0936 0.5066 -1.9854
C -2.3308 -0.7112 -1.1936
C -3.5617 -1.4647 -1.1310
C -3.7625 -2.5111 -0.1613
C -2.7894 -2.6186 0.8448
C -1.5600 -2.0234 0.5940
N -1.3532 -1.1189 -0.3388
H 0.0075 2.9809 -1.4150
H -1.1230 2.9609 -2.8181
H -3.0982 3.2142 -1.3771
H -1.8248 4.3330 -0.7996
H -4.1827 1.8849 0.9133
H -3.4299 0.1710 2.4584
H 4.8917 -1.4973 6.4081
H 0.2907 2.3599 2.6203
H 0.9158 1.7458 -2.8191
H -0.5205 1.4952 -3.9315
H -0.1840 -0.1796 -5.4488
H 0.8842 -2.5833 -5.7377
H 2.2932 -3.5454 -3.9616
H 2.2644 -2.4456 -1.6569
H -2.3863 0.1917 -3.0199
H -2.8228 1.2368 -1.6811
H -4.2658 -1.3055 -1.9615
H -4.4803 -3.2900 -0.3288
H -2.9443 -3.1902 1.7558
H -0.7138 -2.1124 1.3429
O 4.3427 0.8750 0.0146
C 3.0182 0.5008 0.1316
O 2.1235 0.8755 -0.6432
C 2.6606 -0.0999 1.4101
C 3.5697 -0.2958 2.4954
C 3.0761 -0.1734 3.7744
C 1.6495 -0.1542 3.9966
C 0.7190 -0.2054 2.9113
N 1.2854 -0.1127 1.6817
C -0.7347 -0.2038 3.0516
O 5.3579 -1.6613 5.5900
O -1.2805 -1.2369 3.4461
H 4.4520 1.2712 -0.9511
H 4.6206 -0.4382 2.2234
H 3.7490 -0.1126 4.6607
H 1.2677 -0.2028 5.0054
H 6.3024 -1.8334 5.8448

Results
HOMO energy (spin up / spin down) (eV): -17.65 / -17.74
Total energy (eV): -45558.4233
Molecular weight (g mol⁻¹): 572.59
Multiplicity: 6
Charge: +3



The molecule C4H9NO3. Source: the OMol25 dataset; level of theory: ωB97M-V/def2-TZVPD.

Atoms and positions in Å:
C -0.3412 0.2777 -0.8425
C -1.2577 -0.7838 -0.2617
C 1.1013 0.0269 -0.2991
C 1.1804 0.0615 1.2293
H -1.0347 1.8185 0.3692
H -0.2061 2.3081 -0.9971
H -0.2880 0.0883 -1.9027
H 1.7245 0.8429 -0.6951
H 0.9843 -1.8481 -0.6274
H 2.2288 -0.0508 1.5164
H 0.7946 0.9928 1.6205
H 0.5948 -0.7670 1.6510
H -2.8438 -1.1100 0.6752
N -0.8770 1.6134 -0.6460
O -1.0152 -1.9771 -0.2907
O 1.6207 -1.1697 -0.8219
O -2.3655 -0.3235 0.3228

Results
HOMO energy (eV): -9.51
Total energy (eV): -11926.9465
SMILES string: C[C@@H](O)[C@H](N)C(=O)O
Molecular weight (g mol⁻¹): 119.12
Relative energy (zero: lowest compared OMol25 entry of this formula, charge and spin) (kJ/mol): 57.4
Multiplicity: 1
Charge: 0



The molecule C8H11NO3. Source: the OMol25 dataset; level of theory: ωB97M-V/def2-TZVPD.

Atoms and positions in Å:
C 1.8331 -0.3989 -0.1380
C 0.9237 -1.3934 0.0501
C 0.1080 1.2511 0.0248
C 1.4185 1.0234 0.0499
C -0.4551 -1.0819 0.4791
C -1.0286 0.1346 -0.2334
C 2.4036 2.1103 0.0399
C -1.3148 -2.3322 0.2638
N -2.2905 0.7108 0.2695
O -2.3922 0.8313 1.4730
O -3.1541 0.9519 -0.5360
O -1.0663 0.1202 -1.7047
H 2.8705 -0.5818 -0.3647
H 1.1053 -2.4183 0.0680
H -0.1877 2.2311 0.2119
H -0.4518 -0.7605 1.5639
H 2.9563 1.9594 -0.8640
H 3.2190 2.0907 0.8055
H 2.1219 3.2120 -0.0028
H -1.5171 -2.4406 -0.8001
H -2.3825 -2.3581 0.7305
H -0.7267 -3.2195 0.6699
H -1.9924 0.3584 -2.0561

Results
HOMO energy (eV): -8.91
Total energy (eV): -16102.3409
SMILES string: CC1=C[C@](O)([N+](=O)[O-])[C@@H](C)C=C1
Molecular weight (g mol⁻¹): 169.18
Relative energy (zero: lowest compared OMol25 entry of this formula, charge and spin) (kJ/mol): 464.0
Multiplicity: 1
Charge: 0



Q: Among the records above, which one has the highest total energy?
A: C3H10O2